Computed, not measured: one molecule with the formula C6H9N in a non-equilibrium geometry, with the ωB97M-V functional and the def2-TZVPD basis.

## Properties
Multiplicity: 3
<S²>: 2.020
ΔE to the lowest compared entry with this formula, charge and spin in kJ/mol: 30.4
HOMO (alpha / beta) in eV: -5.936 / -9.380
Gap between HOMO and LUMO (alpha / beta) in eV: 6.89 / 7.65

Cartesian coordinates (Å):
C  -0.166959  -0.344722  0.415344
C  -1.240203  0.498182  0.033824
C  1.148779  -0.855256  0.312283
C  -1.485406  -0.489337  1.135939
C  -1.800159  1.582748  -0.764654
C  2.109132  -0.233183  -0.679799
N  1.446346  -1.824911  1.084342
H  -2.101558  -1.364833  0.949468
H  -1.572006  -0.144751  2.163758
H  -1.399271  1.577412  -1.778506
H  -1.547072  2.536216  -0.296805
H  -2.887464  1.509794  -0.805300
H  2.465198  -1.004888  -1.360451
H  1.657416  0.577618  -1.243315
H  2.976568  0.151964  -0.142537
H  2.396657  -2.172052  0.976408

Atoms 1-3, force components in eV/Å:
1.43 -1.20 0.62
-1.24 -0.18 0.33
-2.02 2.52 -1.42

The net atomic charges from Löwdin, expressed in e, are: number 1, C, carries -0.0760; number 2, C, carries -0.1629; number 3, C, carries -0.4547; number 4, C, carries -0.0210; number 5, C, carries -0.0703; number 6, C, carries -0.0468; number 7, N, carries 0.1185; number 8, H, carries 0.1080; number 9, H, carries 0.1080; number 10, H, carries 0.0762; number 11, H, carries 0.0794; number 12, H, carries 0.0791; number 13, H, carries 0.0742; number 14, H, carries 0.0669; number 15, H, carries 0.0752; number 16, H, carries 0.0461